# C72H167N5O14

14 unconnected molecules or ions with the total composition C72H167N5O14 (the ωB97M-V functional and the def2-TZVPD basis, the Open Molecules 2025 dataset).

Output
HOMO level (eV): -8.0
Largest force on an atom (Eh/bohr): 0.0627

Geometry as XYZ:
```
258
C72H167N5O14 (the ωB97M-V functional and the def2-TZVPD basis)
C 5.546 2.311 7.900
C 4.805 2.389 6.534
C 4.982 3.810 6.085
C 4.568 3.978 4.631
C 5.295 2.970 3.661
C 5.376 1.551 4.141
N 5.652 1.583 5.617
O 5.536 0.217 6.110
C 4.053 0.731 3.766
C 6.552 0.814 3.462
C 3.424 1.879 6.813
H 5.103 3.053 8.650
H 6.622 2.615 7.889
H 5.441 1.338 8.354
H 4.389 4.465 6.716
H 6.013 4.116 6.182
H 4.560 4.954 4.157
H 3.533 3.582 4.523
H 6.323 3.394 3.577
H 4.830 2.964 2.696
H 4.008 0.853 2.611
H 4.183 -0.332 3.996
H 3.178 1.162 4.253
H 7.411 0.946 4.108
H 6.331 -0.172 3.183
H 6.830 1.292 2.506
H 2.989 2.681 7.426
H 3.461 0.934 7.359
H 2.779 1.718 5.922
H 6.474 -0.065 6.130
C 2.973 -4.742 -6.610
C 2.567 -3.861 -5.433
C 3.890 -3.279 -4.812
C 3.521 -2.198 -3.842
C 2.888 -1.037 -4.600
C 1.605 -1.400 -5.389
N 1.796 -2.714 -6.012
O 0.582 -3.117 -6.493
C 0.313 -1.371 -4.487
C 1.359 -0.329 -6.496
C 1.796 -4.679 -4.361
H 3.590 -5.629 -6.352
H 3.549 -4.137 -7.349
H 2.028 -5.173 -7.081
H 4.444 -4.134 -4.379
H 4.554 -2.820 -5.614
H 4.406 -1.774 -3.353
H 2.952 -2.647 -3.032
H 3.703 -0.739 -5.183
H 2.732 -0.138 -3.936
H 0.203 -2.176 -3.720
H 0.467 -0.440 -3.950
H -0.657 -1.331 -4.928
H 1.138 0.640 -6.143
H 2.223 -0.310 -7.169
H 0.488 -0.715 -7.046
H 1.268 -4.112 -3.614
H 2.470 -5.468 -3.869
H 0.986 -5.218 -4.893
H 0.766 -3.232 -7.415
C -1.904 -0.194 -1.368
C -1.639 1.148 -0.691
C -2.833 1.451 0.230
C -2.839 0.563 1.477
C -1.501 0.645 2.222
C -0.341 0.264 1.318
N -0.387 1.115 0.120
O 0.571 0.599 -0.733
C 0.924 0.737 2.053
C -0.231 -1.262 1.032
C -1.520 2.248 -1.723
H -2.388 -1.027 -0.790
H -1.007 -0.602 -1.810
H -2.540 0.096 -2.165
H -2.765 2.525 0.588
H -3.718 1.392 -0.324
H -3.080 -0.480 1.237
H -3.637 0.889 2.080
H -1.372 -0.004 3.073
H -1.372 1.648 2.540
H 0.723 1.682 2.540
H 1.217 0.116 2.903
H 1.765 0.781 1.342
H 0.474 -1.473 0.273
H -0.057 -1.738 1.961
H -1.146 -1.680 0.689
H -2.528 2.565 -2.045
H -0.978 1.941 -2.672
H -1.008 3.119 -1.300
H 1.075 1.327 -1.121
C -6.854 3.292 7.449
C -6.724 2.020 6.605
C -7.209 2.387 5.221
C -6.990 1.281 4.222
C -5.558 0.737 4.215
C -4.917 0.539 5.595
N -5.324 1.628 6.511
O -4.722 1.414 7.788
C -5.243 -0.851 6.116
C -3.444 0.635 5.408
C -7.767 1.004 7.169
H -6.299 4.109 7.138
H -6.613 3.119 8.512
H -7.880 3.671 7.376
H -8.287 2.715 5.377
H -6.642 3.255 4.810
H -7.068 1.648 3.211
H -7.732 0.465 4.439
H -4.920 1.359 3.609
H -5.481 -0.203 3.725
H -4.976 -0.922 7.130
H -6.244 -1.011 5.900
H -4.711 -1.624 5.561
H -2.856 0.348 6.268
H -3.090 0.012 4.647
H -3.114 1.650 5.123
H -7.666 -0.036 6.881
H -8.738 1.383 6.972
H -7.749 0.843 8.286
H -4.093 2.085 7.998
C 4.674 -3.043 0.291
C 3.451 -3.622 1.001
C 2.226 -3.744 0.065
C 2.434 -4.895 -0.956
C 2.644 -6.188 -0.172
C 3.764 -6.243 0.821
N 3.665 -4.999 1.584
O 4.747 -4.888 2.437
C 3.632 -7.398 1.820
C 5.150 -6.389 0.175
C 3.178 -2.661 2.200
H 4.536 -2.055 -0.128
H 4.926 -3.620 -0.625
H 5.485 -2.926 0.955
H 1.369 -4.015 0.680
H 2.087 -2.796 -0.432
H 3.247 -4.667 -1.672
H 1.559 -5.047 -1.618
H 2.736 -6.999 -0.843
H 1.749 -6.363 0.433
H 3.412 -8.343 1.343
H 4.590 -7.569 2.347
H 2.851 -7.156 2.602
H 6.040 -6.084 0.774
H 5.365 -7.439 -0.188
H 5.089 -5.688 -0.664
H 2.450 -3.026 2.879
H 2.926 -1.628 1.923
H 4.148 -2.608 2.705
H 4.553 -5.365 3.222
C 2.638 5.064 -3.520
C 1.725 3.868 -3.241
C 1.847 2.814 -4.301
O 1.972 3.277 -1.924
H 2.634 5.862 -2.781
H 2.352 5.530 -4.518
H 3.678 4.681 -3.560
H 0.689 4.171 -3.214
H 2.881 2.587 -4.491
H 1.382 3.187 -5.240
H 1.305 1.909 -3.973
H 1.860 4.054 -1.325
C 1.771 4.437 2.718
C 1.041 4.388 1.384
C -0.219 5.175 1.297
O 1.935 4.843 0.357
H 2.776 4.055 2.692
H 1.171 3.941 3.445
H 1.712 5.460 3.152
H 0.903 3.313 1.195
H -0.528 5.168 0.253
H 0.155 6.173 1.546
H -1.042 4.810 1.952
H 2.712 5.317 0.660
C -2.589 -3.904 4.934
C -1.461 -3.178 5.611
C -0.611 -4.067 6.383
O -0.670 -2.556 4.525
H -2.333 -4.856 4.515
H -2.969 -3.166 4.213
H -3.371 -4.080 5.664
H -1.851 -2.366 6.262
H -0.226 -4.825 5.724
H -1.127 -4.458 7.281
H 0.177 -3.407 6.766
H -0.021 -1.982 4.929
C -3.664 1.125 -7.487
C -2.487 1.126 -6.525
C -1.625 2.294 -6.766
O -2.911 1.277 -5.180
H -3.375 1.104 -8.573
H -4.341 2.014 -7.333
H -4.283 0.236 -7.346
H -1.843 0.238 -6.665
H -2.198 3.194 -6.752
H -1.080 2.207 -7.701
H -0.874 2.370 -5.949
H -3.425 0.445 -5.024
C -1.452 -4.644 -1.393
C -2.062 -5.994 -1.245
C -3.271 -5.906 -0.234
O -2.480 -6.452 -2.578
H -2.215 -3.993 -1.777
H -0.569 -4.774 -2.038
H -1.150 -4.327 -0.389
H -1.316 -6.709 -0.900
H -3.552 -6.929 0.020
H -4.168 -5.437 -0.725
H -2.985 -5.371 0.728
H -3.000 -7.231 -2.425
C -5.657 3.995 -5.162
C -5.542 3.517 -3.752
C -6.179 2.193 -3.590
O -4.151 3.430 -3.353
H -5.335 5.024 -5.306
H -6.684 3.929 -5.527
H -5.152 3.358 -5.875
H -5.917 4.248 -3.080
H -5.821 1.425 -4.256
H -7.236 2.226 -3.761
H -5.972 1.780 -2.604
H -3.670 2.875 -3.986
C 6.274 1.854 -1.993
C 5.064 1.014 -1.844
C 4.485 0.925 -0.493
O 3.998 1.448 -2.777
H 6.050 2.852 -1.679
H 6.588 1.935 -3.021
H 7.138 1.386 -1.379
H 5.258 0.013 -2.186
H 4.441 1.897 0.017
H 5.212 0.365 0.160
H 3.498 0.442 -0.514
H 3.530 2.296 -2.458
C -4.543 -2.109 -3.070
C -3.517 -2.054 -4.158
C -3.169 -3.451 -4.635
O -3.934 -1.281 -5.289
H -5.196 -1.229 -2.978
H -4.092 -2.188 -2.066
H -5.171 -2.973 -3.163
H -2.604 -1.566 -3.711
H -2.718 -4.019 -3.769
H -2.318 -3.461 -5.321
H -4.027 -4.010 -5.079
H -4.280 -1.916 -5.960
C -1.385 6.074 -2.729
C -1.903 6.574 -4.072
C -1.050 6.102 -5.270
O -3.276 6.124 -4.288
H -1.330 4.984 -2.649
H -2.063 6.430 -1.875
H -0.354 6.385 -2.548
H -1.913 7.636 -4.140
H -0.933 5.025 -5.153
H -0.090 6.499 -5.238
H -1.549 6.319 -6.187
H -3.352 5.240 -3.902
```